(1)
102
Properties=species:S:1:pos:R:3 method="wB97M-V/def2-TZVPD" lumo_ha=0.089 charge=-1 energy_ha=-5460.98258 orbital_gap_ev=6.022
Li 0.04 0.58 0.07
C -0.16 -4.11 1.34
P -0.98 -2.47 0.99
C -2.27 -3.13 -0.15
C -1.99 -2.42 2.54
C -2.82 -1.15 2.57
P -1.72 0.28 2.14
C -0.53 0.16 3.55
C -2.76 1.61 2.89
H 0.17 -4.55 0.41
H -0.83 -4.80 1.83
H 0.71 -3.96 1.98
H -2.80 -3.97 0.31
H -1.78 -3.45 -1.07
H -2.96 -2.33 -0.41
H -1.29 -2.42 3.38
H -2.62 -3.31 2.63
H -3.31 -1.02 3.54
H -3.60 -1.19 1.80
H -1.04 -0.14 4.46
H -0.09 1.14 3.66
H 0.26 -0.54 3.30
H -3.06 1.35 3.90
H -3.64 1.77 2.27
H -2.18 2.53 2.91
C 1.05 1.47 -3.83
P 1.55 1.16 -2.08
C 1.95 2.90 -1.64
C 3.29 0.59 -2.24
C 4.20 1.01 -3.20
C 5.51 0.55 -3.19
C 5.92 -0.34 -2.22
C 5.02 -0.77 -1.25
C 3.71 -0.32 -1.26
P 2.40 -0.92 -0.13
C 3.40 -1.55 1.31
C 2.14 -2.53 -0.99
H 1.70 2.19 -4.33
H 0.04 1.85 -3.79
H 1.04 0.53 -4.38
H 2.59 3.36 -2.40
H 2.45 2.90 -0.68
H 1.00 3.43 -1.53
H 3.91 1.71 -3.98
H 6.21 0.89 -3.94
H 6.93 -0.71 -2.22
H 5.36 -1.47 -0.50
H 4.02 -2.42 1.09
H 2.68 -1.82 2.08
H 4.02 -0.74 1.69
H 3.08 -2.94 -1.36
H 1.46 -2.37 -1.82
H 1.68 -3.21 -0.29
C -2.12 0.03 -5.50
Si -2.09 -1.09 -3.92
C -3.42 -2.40 -4.37
C -0.43 -2.06 -4.06
As -2.22 0.02 -1.94
Si -4.47 0.19 -1.78
C -4.95 1.28 -0.27
C -5.57 -1.38 -1.47
C -5.34 1.01 -3.29
H -2.20 -0.51 -6.44
H -1.24 0.66 -5.56
H -2.98 0.69 -5.44
H -3.23 -2.92 -5.30
H -4.39 -1.91 -4.46
H -3.51 -3.15 -3.58
H -0.06 -2.16 -5.08
H -0.53 -3.07 -3.66
H 0.33 -1.55 -3.48
H -4.92 0.70 0.64
H -5.94 1.72 -0.35
H -4.23 2.09 -0.16
H -5.39 -1.79 -0.48
H -5.33 -2.16 -2.19
H -6.64 -1.18 -1.55
H -4.84 1.95 -3.53
H -6.40 1.21 -3.16
H -5.23 0.36 -4.16
C -0.80 5.70 -0.64
N -0.99 4.28 -0.80
C -2.05 3.99 -1.74
C -1.20 3.61 0.48
C 0.09 3.41 1.24
C 0.59 4.46 1.99
C 1.84 4.36 2.59
C 2.56 3.19 2.44
C 1.99 2.12 1.76
C 0.74 2.16 1.12
H -0.64 6.15 -1.62
H 0.09 5.89 -0.04
H -1.66 6.21 -0.17
H -1.84 4.49 -2.69
H -3.04 4.34 -1.38
H -2.09 2.91 -1.91
H -1.62 2.62 0.25
H -1.93 4.18 1.09
H 0.00 5.35 2.14
H 2.25 5.20 3.15
H 3.56 3.11 2.87
H 2.57 1.20 1.69

***

(2)
103
Properties=species:S:1:pos:R:3 method="wB97M-V/def2-TZVPD" lumo_ha=-0.306 charge=+1 energy_ha=-2195.08384 orbital_gap_ev=2.710
C -5.87 7.83 -6.45
C -4.90 7.12 -7.62
C -4.40 5.63 -7.14
C -4.54 4.47 -8.29
C -3.05 4.00 -8.87
C -3.09 2.45 -9.50
C -2.95 1.46 -8.16
C -1.34 1.25 -7.74
C -1.31 -0.04 -6.73
C 0.16 -0.76 -6.60
C 1.35 0.23 -6.01
C 2.31 -0.48 -4.89
C 2.16 0.12 -3.37
C 0.74 -0.23 -2.63
C 0.80 -1.63 -1.71
C 0.06 -1.27 -0.29
C -0.22 -2.56 0.69
C -0.50 -4.04 0.06
O -0.01 -4.68 -1.01
N -1.48 -4.68 1.05
C -1.93 -3.72 2.13
C -3.49 -3.88 2.63
O -4.38 -3.55 1.48
O -5.37 -2.79 1.92
C -1.34 -2.19 1.84
C -0.38 -1.54 3.02
P -1.35 -0.74 4.46
O -2.93 -0.76 4.25
O -0.86 -1.53 5.95
O -0.79 0.94 4.61
H -6.75 7.11 -6.15
H -5.25 8.03 -5.47
H -6.30 8.83 -6.94
H -3.99 7.85 -7.76
H -5.55 7.09 -8.60
H -4.95 5.38 -6.13
H -3.25 5.72 -6.87
H -5.10 4.95 -9.21
H -5.10 3.50 -7.89
H -2.72 4.78 -9.68
H -2.33 3.94 -7.94
H -2.21 2.31 -10.26
H -4.15 2.29 -9.99
H -3.51 0.45 -8.29
H -3.52 2.05 -7.29
H -0.99 2.23 -7.22
H -0.77 1.07 -8.77
H -2.06 -0.85 -7.18
H -1.72 0.19 -5.64
H 0.04 -1.73 -5.93
H 0.47 -1.14 -7.68
H 2.03 0.50 -6.94
H 0.85 1.24 -5.65
H 3.44 -0.28 -5.23
H 2.20 -1.66 -4.84
H 3.10 -0.26 -2.76
H 2.23 1.31 -3.46
H -0.17 -0.24 -3.39
H 0.53 0.64 -1.86
H 0.22 -2.45 -2.36
H 1.91 -1.99 -1.62
H 0.80 -0.55 0.30
H -0.94 -0.69 -0.54
H 0.77 -2.69 1.31
H -1.11 -5.55 1.55
H -1.33 -4.07 3.07
H -3.75 -3.18 3.55
H -3.77 -4.99 2.95
H -6.05 -3.40 2.33
H -2.08 -1.45 1.29
H 0.29 -2.39 3.49
H 0.29 -0.72 2.52
H -0.04 -2.06 5.73
H -1.46 1.43 5.19
C 5.05 -3.13 8.17
C 5.36 -1.70 7.65
C 5.63 -0.75 8.86
C 4.37 -0.38 9.63
C 3.30 0.17 8.70
C 2.99 -0.76 7.50
N 4.23 -1.21 6.79
O 4.71 -0.12 6.04
C 2.18 -1.99 8.00
C 1.99 -0.03 6.55
C 6.69 -1.87 6.86
H 5.95 -3.75 8.24
H 4.61 -3.14 9.17
H 4.38 -3.67 7.49
H 6.11 0.17 8.51
H 6.35 -1.22 9.55
H 3.98 -1.24 10.18
H 4.62 0.37 10.39
H 2.38 0.36 9.28
H 3.63 1.16 8.34
H 2.03 -2.71 7.18
H 1.19 -1.69 8.36
H 2.65 -2.52 8.83
H 2.36 0.94 6.20
H 1.04 0.18 7.06
H 1.76 -0.65 5.67
H 6.56 -2.54 6.00
H 7.48 -2.30 7.49
H 7.10 -0.92 6.49

***

(3)
119
Properties=species:S:1:pos:R:3 method="wB97M-V/def2-TZVPD" lumo_ha=-0.146 charge=+1 energy_ha=-6868.19618 orbital_gap_ev=7.535
C 3.05 -0.32 -1.10
O 2.00 0.44 -0.52
C 2.54 1.42 0.37
C 1.61 2.63 0.38
C 1.99 3.69 -0.68
C 1.06 3.72 -1.90
C 1.49 2.82 -3.06
C 0.47 2.94 -4.19
C 0.68 2.00 -5.38
C 0.82 0.53 -5.02
C -0.41 -0.06 -4.29
C 0.08 -1.11 -3.29
N -0.83 -1.40 -2.11
C -2.14 -1.05 -2.35
N -3.05 -1.85 -3.04
C -3.99 -2.69 -2.24
C -5.42 -2.62 -2.78
O -6.34 -2.05 -1.89
C -5.96 -4.02 -3.15
F -5.52 -4.97 -2.32
F -5.65 -4.32 -4.41
F -7.29 -4.03 -3.06
N -2.54 0.11 -1.90
Cl -1.44 1.09 -1.05
C -3.88 0.69 -2.08
C -4.00 1.42 -3.45
C -3.91 2.91 -3.34
F -2.91 3.53 -3.98
C -4.78 3.65 -2.66
F -6.02 3.23 -2.44
F -4.51 4.83 -2.14
P -0.49 -3.01 -1.49
O -1.25 -4.09 -2.46
Br -1.78 -3.10 0.30
H 2.63 -1.12 -1.70
H 3.69 -0.77 -0.34
H 3.64 0.32 -1.76
H 2.65 1.04 1.39
H 3.48 1.78 -0.04
H 0.56 2.33 0.26
H 1.67 3.10 1.37
H 3.04 3.61 -0.95
H 1.88 4.66 -0.19
H 0.06 3.44 -1.56
H 0.97 4.73 -2.30
H 2.50 3.06 -3.37
H 1.45 1.79 -2.67
H 0.47 3.97 -4.55
H -0.52 2.79 -3.74
H 1.59 2.31 -5.90
H -0.17 2.13 -6.06
H 1.75 0.31 -4.48
H 0.90 -0.02 -5.96
H -0.92 0.77 -3.80
H -1.02 -0.56 -5.04
H 1.02 -0.79 -2.86
H 0.30 -2.05 -3.81
H -3.57 -1.27 -3.69
H -3.99 -2.36 -1.20
H -3.62 -3.71 -2.23
H -5.42 -2.06 -3.73
H -5.89 -1.68 -1.12
H -4.65 -0.07 -2.00
H -4.00 1.43 -1.30
H -4.98 1.17 -3.85
H -3.27 1.03 -4.16
H -0.95 -3.95 -3.37
O 6.41 2.99 1.25
P 6.83 4.41 1.20
O 8.41 4.45 1.49
C 9.31 3.79 0.59
C 9.33 4.44 -0.78
O 6.26 4.86 2.69
C 5.11 4.26 3.26
C 5.49 3.34 4.40
O 6.62 5.87 0.61
C 6.72 7.11 1.32
C 8.14 7.58 1.51
H 9.05 2.73 0.51
H 10.30 3.85 1.05
H 8.36 4.33 -1.28
H 10.09 3.98 -1.41
H 9.53 5.51 -0.71
H 4.53 3.72 2.50
H 4.48 5.08 3.63
H 6.22 2.60 4.07
H 4.61 2.82 4.79
H 5.94 3.91 5.21
H 6.18 7.07 2.26
H 6.18 7.83 0.69
H 8.65 7.01 2.29
H 8.14 8.62 1.82
H 8.71 7.48 0.59
O -3.92 -3.96 4.03
P -4.37 -5.23 4.60
O -3.17 -6.07 5.22
C -2.30 -5.45 6.19
C -3.01 -5.11 7.48
O -4.67 -6.21 3.33
C -5.01 -5.64 2.07
C -3.85 -5.79 1.11
O -5.61 -5.57 5.48
C -6.29 -6.84 5.54
C -5.58 -7.85 6.42
H -1.84 -4.56 5.75
H -1.50 -6.17 6.38
H -3.77 -4.34 7.32
H -2.30 -4.73 8.21
H -3.51 -5.98 7.89
H -5.29 -4.59 2.18
H -5.89 -6.18 1.70
H -2.94 -5.37 1.55
H -4.06 -5.28 0.17
H -3.65 -6.84 0.90
H -6.46 -7.24 4.54
H -7.27 -6.62 5.95
H -4.69 -8.25 5.94
H -6.26 -8.68 6.62
H -5.29 -7.40 7.36